Here is a structure of composition C40H52Li2O20S at a distorted geometry from the OMol25 dataset. Energies are from the ωB97M-V functional and the def2-TZVPD basis.

## Properties
Net charge: 0
Largest force on an atom: 0.35175 hartree/bohr
HOMO level: -7.223 eV

XYZ file:
```
115
Properties=species:S:1:pos:R:3:forces:R:3:mulliken_charge:R:1
Li -1.826870 -1.179626 -3.264930 0.659 -0.244 -0.134 0.611
Li -1.893870 0.206374 2.370070 -0.101 -0.445 0.126 0.637
S -0.582870 0.167374 -0.794930 -3.599 1.663 6.865 0.229
O -1.135870 0.085374 0.619070 -0.238 0.312 -1.559 0.859
O 0.630130 -0.511626 -0.694930 4.431 -1.268 -0.825 -0.704
O -1.483870 -0.524626 -1.670930 -2.274 -1.451 -2.233 -0.105
O -0.579870 1.552374 -1.182930 0.955 0.564 -0.617 -0.448
C -0.163870 -3.446626 -4.149930 9.269 6.774 -1.616 -1.712
O -0.071870 -2.327626 -3.348930 2.190 0.515 2.144 -0.227
H -0.065870 -3.051626 -5.075930 0.078 0.202 -3.584 0.419
H -0.835870 -3.986626 -4.047930 -13.132 -7.315 1.863 0.831
H 0.450130 -4.278626 -4.054930 3.275 -0.718 0.755 0.487
H 0.926130 -2.282626 -3.128930 -2.103 0.566 0.409 0.119
C -4.628870 -1.641626 3.022070 4.425 -2.262 -1.766 -1.066
O -3.807870 -0.651626 2.483070 1.715 0.353 -5.611 -0.620
H -3.991870 -2.549626 3.123070 -0.639 -0.125 -0.505 0.304
H -5.456870 -1.838626 2.470070 -2.625 -0.429 -1.473 0.314
H -4.759870 -1.445626 3.979070 -1.417 1.563 4.401 0.475
H -3.607870 -0.929626 1.360070 -1.140 1.116 4.401 0.364
C 0.136130 -1.354626 4.130070 0.148 1.048 -0.375 -0.629
O -0.630870 -1.508626 2.923070 -0.235 0.657 0.351 -0.294
H 1.187130 -1.679626 4.098070 -0.471 -0.501 -0.391 0.270
H -0.484870 -2.002626 4.746070 0.627 0.700 1.201 0.333
H 0.272130 -0.236626 4.372070 -0.862 -1.605 0.165 0.101
H -0.089870 -1.645626 2.162070 0.625 0.062 -0.897 0.047
C -1.034870 2.725374 2.430070 2.064 -4.693 4.615 -2.465
O -1.701870 2.053374 3.451070 -0.403 0.520 3.182 -0.640
H -0.249870 2.185374 2.069070 2.673 -2.135 -0.556 0.940
H -0.612870 3.531374 2.686070 2.502 6.710 2.047 1.389
H -1.551870 2.745374 1.677070 -6.230 1.220 -7.926 0.490
H -1.611870 2.624374 4.284070 -0.425 -1.685 -1.802 0.341
C 1.847130 -3.664626 0.535070 4.971 -5.703 -4.141 -0.268
C 1.925130 -4.881626 1.208070 1.369 0.270 -0.377 -0.441
C 2.839130 -5.885626 0.790070 -2.176 0.862 -1.133 0.003
C 3.465130 -5.628626 -0.456930 1.354 -4.010 1.259 -0.195
C 3.405130 -4.432626 -1.075930 -0.213 1.837 -1.265 -0.730
C 2.489130 -3.463626 -0.706930 -0.925 1.978 0.970 0.189
O 2.205130 -2.296626 -1.483930 -0.334 -0.207 2.406 -0.802
O 2.787130 -7.130626 1.404070 2.887 -0.058 -0.361 -0.551
H 1.225130 -3.052626 0.865070 -5.420 5.614 2.710 0.478
H 1.247130 -4.893626 2.040070 0.169 -0.849 0.600 0.526
H 4.046130 -6.508626 -0.987930 -0.880 1.928 1.376 0.205
H 4.115130 -4.210626 -1.840930 -0.013 -0.048 -0.918 0.451
H 1.655130 -1.541626 -0.900930 1.705 -3.001 -2.097 0.288
H 3.749130 -7.468626 1.375070 -2.325 0.474 0.123 0.368
C 2.809130 4.614374 0.750070 1.173 -2.588 -0.891 -0.444
C 1.828130 3.889374 0.033070 0.711 3.349 1.194 0.162
C 0.621130 4.532374 -0.226930 -1.951 -0.526 0.026 0.267
C 0.264130 5.665374 0.418070 12.337 -0.725 3.634 -1.093
C 1.312130 6.323374 1.290070 -2.848 2.012 0.592 -0.399
C 2.602130 5.842374 1.456070 -0.487 -2.804 -2.104 0.207
O 3.589130 6.418374 2.162070 -0.223 1.764 0.787 -0.615
O -0.439870 4.086374 -0.962930 0.858 -2.059 -0.261 -0.690
H 3.767130 3.915374 0.586070 -1.451 2.524 1.397 0.194
H 2.204130 2.974374 -0.272930 -0.139 -1.736 -1.236 0.703
H -0.571870 6.048374 0.409070 -8.392 3.689 -0.454 0.986
H 0.960130 7.322374 1.911070 1.052 -2.639 -1.717 0.125
H 4.371130 5.904374 2.363070 -0.256 -0.689 -0.413 0.327
H -0.324870 3.099374 -1.009930 -0.553 1.451 -0.188 0.246
C 2.551130 1.490374 -3.085930 3.091 14.704 -10.070 0.250
C 3.901130 1.706374 -3.305930 -2.343 3.142 -2.595 -0.577
C 4.396130 2.730374 -4.254930 -0.252 -1.777 1.642 -0.091
C 3.501130 3.387374 -5.034930 -1.331 0.263 -1.043 -0.341
C 2.106130 3.306374 -4.838930 3.808 -3.896 4.944 -1.097
C 1.660130 2.496374 -3.801930 -1.177 -2.654 1.329 0.262
O 0.272130 2.452374 -3.536930 1.129 -0.393 0.547 -0.558
O 5.745130 2.911374 -4.336930 -0.002 -2.135 1.790 -0.538
H 2.321130 0.774374 -2.632930 -4.222 -10.405 7.259 0.311
H 4.358130 1.074374 -2.676930 3.292 -1.906 1.604 0.862
H 3.700130 3.935374 -5.954930 0.980 0.166 0.435 0.289
H 1.515130 3.768374 -5.453930 -3.565 2.685 -3.050 0.797
H 0.072130 2.107374 -2.606930 0.665 0.570 -1.914 0.197
H 6.038130 3.558374 -4.927930 0.085 1.599 -1.496 0.293
C -4.230870 2.164374 -0.215930 -0.496 -1.662 -3.061 -0.673
C -5.277870 1.632374 0.579070 2.818 -0.750 -7.825 -0.802
C -6.075870 0.721374 -0.036930 -2.305 0.295 0.054 0.906
C -5.986870 0.316374 -1.419930 1.269 1.926 2.556 -0.927
C -4.998870 0.873374 -2.196930 0.935 1.560 2.200 -0.340
C -4.063870 1.813374 -1.603930 -1.036 -1.195 0.268 -0.269
O -2.936870 2.150374 -2.411930 0.300 -1.923 2.949 -0.545
O -7.216870 0.399374 0.687070 0.582 -5.305 -8.095 -0.542
H -3.489870 2.776374 0.177070 1.138 1.219 0.845 0.625
H -5.220870 1.884374 1.500070 -0.549 1.386 6.262 0.704
H -6.623870 -0.404626 -1.800930 -1.377 -1.155 -0.553 0.572
H -4.922870 0.626374 -3.220930 0.254 -0.232 -0.971 0.643
H -2.215870 1.604374 -1.881930 -1.471 2.254 -1.914 0.057
H -7.339870 0.777374 1.443070 -0.407 3.883 6.933 0.260
C -1.908870 -4.875626 -0.224930 1.935 1.142 -1.522 -0.504
C -2.124870 -3.463626 -0.576930 0.789 -4.158 0.832 -0.289
C -3.325870 -2.852626 -0.254930 1.293 -1.108 -0.974 0.200
C -4.366870 -3.649626 0.267070 -2.359 -0.286 -0.488 -0.317
C -4.179870 -4.970626 0.545070 3.800 -0.521 0.582 -0.729
C -2.863870 -5.586626 0.416070 -3.167 3.322 -1.100 0.688
O -2.816870 -6.868626 0.656070 0.810 -2.195 0.692 -0.572
O -3.560870 -1.596626 -0.596930 1.302 3.508 -0.666 0.051
H -0.923870 -5.390626 -0.667930 -2.151 1.121 1.305 0.087
H -1.260870 -3.315626 -1.213930 -0.344 2.039 -0.031 0.290
H -5.479870 -3.382626 0.210070 1.916 0.522 0.407 0.304
H -4.794870 -5.663626 1.038070 -1.773 -0.311 0.200 0.439
H -1.902870 -7.050626 0.440070 0.412 -1.161 0.133 0.291
H -2.655870 -1.013626 -0.950930 -2.575 -2.219 1.134 0.117
C 4.628130 1.539374 1.172070 -3.872 -2.716 -0.505 -1.150
C 4.887130 2.247374 2.287070 1.793 0.728 1.288 -0.588
C 4.015130 2.337374 3.364070 -4.442 -3.433 -2.243 0.533
C 2.737130 1.653374 3.275070 8.944 -0.247 -7.824 -0.925
C 2.472130 0.903374 2.154070 0.278 0.119 -1.778 0.442
C 3.386130 0.837374 1.068070 0.009 1.172 0.208 0.000
O 3.062130 0.290374 -0.151930 -1.381 -0.151 0.431 -0.384
O 4.208130 2.985374 4.444070 4.937 3.463 1.087 -0.544
H 5.280130 1.399374 0.363070 1.044 0.257 -0.884 0.523
H 5.905130 2.616374 2.224070 -0.116 0.714 0.986 0.364
H 2.098130 1.710374 3.923070 -6.765 0.893 7.371 1.020
H 1.460130 0.540374 1.990070 0.060 -0.363 0.089 0.210
H 2.049130 0.161374 -0.262930 2.271 0.434 0.560 0.268
H 3.709130 3.045374 5.207070 -2.204 -0.611 1.505 0.303
```
Positions in Å, forces in eV/Å.

***

Here is an isolated molecule of C13H14ClN3O2 from the OMol25 dataset. Energies are from the ωB97M-V functional and the def2-TZVPD basis.

## Properties
Net charge: 0
Largest force on an atom: 0.01494 hartree/bohr
SMILES string: COc1ccc(NC(=O)c2c(Cl)cnn2C)c(C)c1
HOMO level: -8.356 eV

XYZ file:
```
33
Properties=species:S:1:pos:R:3:forces:R:3:mulliken_charge:R:1
C 4.664773 0.226594 2.177074 0.200 0.098 -0.011 -0.862
O 3.416903 -0.423087 2.210600 -0.286 -0.122 -0.034 -0.438
C 2.610978 -0.337058 1.118761 -0.212 -0.070 -0.068 0.637
C 2.933452 0.318658 -0.065039 0.237 -0.041 0.149 -0.510
C 2.013018 0.347330 -1.093920 -0.229 -0.186 0.035 -0.805
C 0.769476 -0.261213 -0.974647 0.429 -0.104 0.325 -0.383
N -0.116798 -0.177210 -2.069528 0.288 -0.092 -0.392 -0.010
C -1.417346 0.196671 -2.100031 0.023 0.026 -0.254 0.170
O -2.077679 0.091208 -3.119935 -0.126 0.016 -0.015 -0.690
C -1.989804 0.758476 -0.857766 0.079 0.593 0.390 -0.568
C -1.519002 1.708635 0.046826 -0.182 -0.331 -0.276 1.028
Cl -0.018975 2.529225 0.042120 -0.077 0.213 0.059 -0.177
C -2.569261 1.913124 0.948255 0.300 -0.162 -0.272 -0.482
N -3.599035 1.155104 0.622327 -0.624 0.046 0.445 -1.036
N -3.259052 0.486862 -0.463067 0.587 0.230 -0.182 0.879
C -4.177884 -0.441331 -1.057996 -0.422 -0.442 -0.282 -0.821
C 0.457011 -0.974433 0.187343 0.131 0.010 -0.158 1.304
C -0.813643 -1.754931 0.344869 0.026 -0.011 0.070 -1.701
C 1.382415 -0.986034 1.217133 0.215 0.182 0.046 -0.596
H 4.552365 1.304907 2.026098 0.004 -0.040 -0.007 0.346
H 5.117275 0.045137 3.150605 0.012 0.041 -0.087 0.242
H 5.312051 -0.185236 1.395912 -0.030 0.027 0.021 0.339
H 3.882844 0.812124 -0.195491 0.101 0.035 0.019 0.408
H 2.253535 0.869703 -2.008449 -0.004 0.100 -0.069 0.381
H 0.273760 -0.383383 -2.981138 -0.221 -0.003 0.079 0.267
H -2.605215 2.567452 1.794194 -0.020 0.166 0.187 0.493
H -5.181328 -0.161398 -0.745622 0.077 0.003 0.011 0.306
H -4.088959 -0.394235 -2.142292 -0.029 0.004 0.140 0.338
H -3.970059 -1.459978 -0.721746 -0.008 0.035 0.000 0.273
H -1.526645 -1.211996 0.964557 -0.115 0.020 0.007 0.261
H -1.272442 -1.961056 -0.619400 -0.069 -0.077 -0.005 0.333
H -0.600921 -2.700756 0.839265 -0.026 -0.069 0.002 0.582
H 1.164194 -1.517873 2.130129 -0.029 -0.097 0.129 0.492
```
Positions in Å, forces in eV/Å.

***

Here is an isolated molecule of C4H6N2O at a distorted geometry from the OMol25 dataset. Energies are from the ωB97M-V functional and the def2-TZVPD basis.

## Properties
Net charge: 0
Largest force on an atom: 0.02096 hartree/bohr
HOMO level (spin up / spin down): -8.540 / -8.543 eV

XYZ file:
```
13
Properties=species:S:1:pos:R:3:forces:R:3:mulliken_charge:R:1
C -2.213636 0.461615 -0.025237 0.091 -0.039 -0.123 -0.991
C -0.773376 -0.020640 -0.041272 -0.466 -0.932 0.277 0.614
N -0.393902 -0.948993 -1.029855 -0.043 0.456 0.075 -0.362
O 0.938464 -1.009161 -0.892121 0.076 0.382 0.208 -0.134
C 1.370473 -0.134250 0.057313 -0.099 -0.142 0.036 0.787
N 2.725542 -0.127844 0.270050 -0.082 0.060 -0.176 -0.469
C 0.352294 0.583806 0.686603 -0.032 -0.582 -0.085 -1.114
H -2.843077 -0.196519 -0.631701 0.114 0.112 0.085 0.335
H -2.615759 0.498733 0.994206 0.256 -0.044 -0.234 0.291
H -2.264992 1.477545 -0.427835 0.061 -0.193 0.002 0.268
H 3.043503 0.670836 0.802305 -0.090 -0.163 -0.095 0.277
H 3.299703 -0.359655 -0.527896 -0.006 0.038 0.097 0.255
H -0.625238 -0.895474 0.765439 0.222 1.046 -0.065 0.243
```
Positions in Å, forces in eV/Å.

***

Here is an isolated molecule of C4H9NO at a distorted geometry from the OMol25 dataset. Energies are from the ωB97M-V functional and the def2-TZVPD basis.

## Properties
Net charge: 0
Largest force on an atom: 0.04564 hartree/bohr
SMILES string: C[C@@H](O)[C@H]1CN1
HOMO level: -9.672 eV

XYZ file:
```
15
Properties=species:S:1:pos:R:3:forces:R:3:mulliken_charge:R:1
C 0.550099 0.201407 1.837655 0.443 -0.325 0.092 -1.285
C -0.498654 0.040638 0.751887 -0.600 1.360 0.366 0.401
O -1.003275 1.408715 0.736979 -0.408 0.343 0.878 -0.545
C 0.107047 -0.086864 -0.610834 1.350 1.787 -0.701 -0.214
C 0.386208 -1.160044 -1.568409 -0.801 -0.794 -0.012 -0.259
N -0.723821 -0.215317 -1.809532 -0.117 -0.155 -0.211 -0.549
H 0.083871 0.606924 2.741052 0.012 -0.251 -0.155 0.330
H 1.056161 -0.738511 2.059749 -0.045 -0.061 0.093 0.336
H 1.304593 0.928780 1.521649 -0.112 -0.118 -0.036 0.318
H -1.270176 -0.664614 1.113626 0.182 0.147 -0.763 0.265
H -1.554052 1.743031 0.018886 0.045 -1.080 -0.254 0.304
H 0.763917 0.800647 -0.632703 0.076 -0.636 -0.323 0.194
H -0.003656 -2.121325 -1.270550 0.319 -0.402 -0.260 0.203
H 1.164035 -1.131870 -2.341485 0.066 -0.082 0.897 0.257
H -0.362295 0.388402 -2.547970 -0.411 0.267 0.389 0.246
```
Positions in Å, forces in eV/Å.

***

Here is a cluster of 2 separate species, C4H5NO in total at a distorted geometry from the OMol25 dataset. Energies are from the ωB97M-V functional and the def2-TZVPD basis.

## Properties
Net charge: 0
Largest force on an atom: 0.06511 hartree/bohr
SMILES string: C=C1C=C1.N=O
HOMO level: -8.061 eV

XYZ file:
```
11
Properties=species:S:1:pos:R:3:forces:R:3:mulliken_charge:R:1
C 1.677925 1.196843 0.793105 -0.429 -0.453 1.174 -0.713
C 0.971089 0.163046 0.383529 -0.355 -2.661 -0.930 0.201
C 0.568123 -0.783359 -0.684484 0.468 1.527 2.165 -0.436
C 0.352928 -1.169939 0.538285 -0.209 0.327 1.921 -0.261
H 1.962136 1.379895 1.816602 -0.401 -0.208 0.337 0.239
H 1.989066 1.943530 0.146294 0.632 1.104 -1.459 0.262
H 0.565747 -0.985402 -1.691809 -0.215 -0.428 -1.971 0.404
H -0.074696 -1.887907 1.285849 0.636 0.711 -1.151 0.304
N -2.252664 0.059304 -0.964863 1.043 -1.361 2.875 0.045
O -2.871718 -0.322099 0.011491 0.736 0.509 -1.297 -0.235
H -2.887939 0.406089 -1.634004 -1.906 0.932 -1.663 0.190
```
Positions in Å, forces in eV/Å.